1.
68
Properties=species:S:1:pos:R:3 method="wB97M-V/def2-TZVPD" energy_ha=-2955.11384 largest_force_ev_per_a=0.681
C -2.64 -1.66 -0.09
C -0.03 -7.14 -0.10
C 0.35 -3.61 1.23
C 0.87 0.82 3.52
C -0.02 -4.84 -1.15
Si 3.57 -1.02 -0.11
H 3.76 -2.85 -1.77
N 2.38 0.29 0.03
H -3.07 -1.31 -2.63
H -1.84 -1.49 1.74
H 1.03 4.62 -0.43
H 0.47 -3.08 2.16
H 5.90 -1.50 -0.54
O -0.44 -0.81 2.29
N -2.58 -1.97 1.19
H -3.48 -3.02 -2.85
N -3.49 -2.34 -0.87
H -0.41 -7.46 -1.06
H 2.51 -2.14 1.84
F 1.19 -2.03 4.13
H -0.68 -7.53 0.68
C 0.10 -3.47 -1.03
C -3.71 -2.12 -2.29
F -0.90 -2.30 4.53
H 2.09 -2.27 -1.67
H 3.87 -3.09 1.22
H 5.83 -0.13 0.56
C 1.85 3.97 -0.16
C 3.86 2.21 0.50
H -0.16 -5.28 -2.13
C 1.65 2.61 -0.21
H 5.56 0.11 -1.17
H 0.96 -7.58 0.04
H -4.75 -1.84 -2.47
C 4.09 3.58 0.56
F -1.92 1.43 3.10
H 0.02 -2.82 -1.90
F 0.99 1.41 4.71
C 3.13 -1.96 -1.67
H -4.34 -2.98 1.77
C -3.25 -3.09 1.80
C -0.27 -0.25 3.50
C 0.24 -4.99 1.20
F 0.26 -0.97 5.77
C 3.51 -2.08 1.43
H 4.15 -1.64 2.20
C 2.63 1.66 0.11
H 5.05 3.94 0.88
H 3.25 5.54 0.28
C 0.06 -5.64 -0.02
H 0.29 -5.55 2.12
H 4.65 1.55 0.79
H 3.30 -1.32 -2.54
F 2.04 0.26 3.21
H -2.95 -3.14 2.84
F -1.61 0.91 5.17
H -4.12 -2.98 -0.41
S -1.65 -0.41 -0.75
F -2.62 -0.46 3.85
C 5.38 -0.56 -0.33
N 0.30 -2.86 0.13
C 3.08 4.47 0.23
F 0.63 1.78 2.62
F 0.42 2.19 -0.61
H -2.97 -4.04 1.32
C -1.61 0.43 3.93
Pt 0.51 -0.34 0.32
C 0.08 -1.38 4.51

---

2.
54
Properties=species:S:1:pos:R:3 method="wB97M-V/def2-TZVPD" energy_ha=-1115.16776 smiles="CCCC(=O)C1=C(NCCc2c(C)[nH]c3ccc(C)cc23)CCCC1=O" largest_force_ev_per_a=0.578
C -1.92 -0.27 1.27
H -1.96 -1.28 3.14
H 0.79 -2.66 -3.16
H -0.68 -3.31 2.38
C -1.32 -1.25 2.26
H 2.72 0.24 3.74
C 2.57 0.18 2.68
C -0.72 -1.48 -0.52
H -0.35 -0.83 2.58
C 1.90 1.19 2.02
H -0.04 -3.42 -0.04
O -2.06 0.18 -2.37
H -0.42 1.59 -2.92
H 1.52 2.04 2.56
H -3.96 0.99 0.08
H -0.80 -0.91 -2.41
N 1.11 1.88 -0.25
H 1.38 -2.75 -1.48
C 1.15 1.31 -1.49
C -1.69 -0.52 -0.15
H 4.70 -1.57 3.25
C -3.40 1.29 -0.80
C 2.19 -0.07 -0.06
C 3.08 -0.94 1.99
C 0.95 -2.09 -2.24
H 0.44 3.07 -2.46
C 3.82 -1.99 2.77
H 1.21 1.90 -3.54
O -2.52 0.70 1.71
C -1.11 -2.62 1.65
H 4.13 -2.80 2.12
H 3.29 -1.91 0.10
H 1.66 -0.44 -3.46
H -3.36 4.69 -0.12
H -2.18 2.94 -1.44
H -4.51 3.80 -1.12
C 1.72 1.06 0.65
C 1.80 0.11 -1.42
C -3.83 3.72 -0.28
H 0.80 -2.12 0.82
C 0.56 2.01 -2.67
H -4.39 3.45 0.61
C 1.92 -0.91 -2.51
H 2.93 -1.30 -2.58
C -0.18 -2.46 0.47
C 2.89 -1.06 0.63
N -0.32 -1.58 -1.78
H -2.07 -3.03 1.33
H -4.08 1.36 -1.66
H -2.10 2.58 0.30
H 0.64 2.75 -0.03
C -2.76 2.66 -0.56
H 3.18 -2.40 3.55
C -2.34 0.28 -1.17

---

3.
55
Properties=species:S:1:pos:R:3 method="wB97M-V/def2-TZVPD" energy_ha=-1190.35189 smiles="C=C(C)c1cccc(C(C)(C)NC(=O)NCc2ccc(OC)c(OC)c2)c1" largest_force_ev_per_a=0.573
H -6.01 -3.35 -1.73
H 1.50 -2.75 1.60
C -3.12 1.23 0.33
N -0.76 0.89 0.88
C 3.89 -1.62 1.49
H -0.73 0.97 1.88
H -6.29 1.86 1.32
H 2.23 -0.41 -1.17
H -0.36 2.54 -1.26
H -6.63 -0.41 0.44
O 6.52 0.41 -0.13
C -4.58 -0.65 -0.16
C 3.54 1.11 -2.70
H -2.17 3.91 0.59
N 0.54 -0.94 1.28
C -3.62 -2.97 -0.53
C 5.35 -0.21 0.18
H 2.68 1.60 -2.23
C -1.34 2.09 -1.20
H 1.07 -2.37 -0.09
C 3.05 -0.57 -0.50
H -3.27 -2.94 0.50
O -0.26 -0.58 -0.81
H 7.43 0.56 1.74
H 7.91 -0.86 0.75
C 2.85 -1.40 0.61
C -0.17 -0.22 0.35
H -2.50 -0.57 -0.62
H -1.89 3.00 2.08
C 7.62 0.20 0.72
H 3.21 0.19 -3.20
H -6.69 -1.67 -1.50
C -5.65 0.05 0.39
C -1.72 1.82 0.26
H 8.44 0.78 0.29
H -4.10 2.91 1.26
H -1.33 1.16 -1.77
C -1.58 3.13 1.05
H 5.93 -1.23 1.96
H -3.93 -3.98 -0.78
H -2.07 2.77 -1.64
C -5.88 -2.36 -1.33
C -3.33 -0.04 -0.18
C 4.28 0.03 -0.72
C -5.46 1.32 0.89
H 3.75 -2.26 2.35
C -4.76 -2.01 -0.71
C -4.21 1.92 0.86
H 0.79 -0.48 2.14
H -0.54 3.44 1.04
C 5.14 -1.04 1.27
O 4.56 0.85 -1.77
H 3.98 1.78 -3.44
H -2.79 -2.69 -1.17
C 1.47 -1.96 0.84

---

4.
58
Properties=species:S:1:pos:R:3 method="wB97M-V/def2-TZVPD" energy_ha=-1738.29433 largest_force_ev_per_a=18.108
N -3.77 0.03 -1.08
C 0.21 -2.64 1.17
O -2.16 0.85 -2.21
O 5.13 -0.80 0.70
H 7.66 -0.30 1.25
O -0.89 0.06 1.35
H 4.66 -2.73 2.94
C -0.87 -2.41 2.28
H -6.66 5.03 -5.33
H -5.82 1.60 -1.40
C 4.06 -2.41 2.22
H 2.52 -2.76 3.86
H -2.70 2.75 -3.84
C 5.92 0.84 2.26
H 4.27 -3.41 0.44
C 7.44 0.46 2.19
H -4.19 4.62 -4.70
C -2.63 -1.50 0.48
H 3.09 -4.01 1.65
C -6.60 5.17 -4.40
C -5.77 4.10 -3.60
C 1.70 -1.08 2.25
C 2.27 -2.69 0.56
C -0.22 -0.66 -1.53
H 3.21 -1.24 3.88
H 2.18 -0.38 1.78
C -3.38 1.14 -1.71
H -1.63 -2.96 2.40
O -0.27 -3.55 0.51
H -7.39 3.36 -2.33
C -4.63 3.74 -4.11
C -4.28 2.12 -2.56
H 7.94 -0.07 3.13
H 1.85 -3.27 -0.31
H 5.61 1.23 1.35
C 2.85 -1.65 3.13
H 0.53 -0.03 -0.97
H 0.97 -0.66 2.93
C -1.61 -0.13 -1.32
C -5.57 2.18 -2.10
H -6.40 6.11 -3.92
H -3.50 -1.69 0.65
H 0.05 -0.22 -2.66
N 1.36 -2.29 1.38
S -1.75 -0.71 1.94
H -0.14 -1.62 -1.20
H 7.95 1.35 2.10
H 2.55 -1.68 -0.22
H -7.74 4.80 -4.32
H -0.44 -2.11 3.50
C 4.89 -1.07 1.77
C -6.34 3.32 -2.66
H -1.96 -2.51 0.05
C -2.58 -0.55 -0.76
C 3.53 -3.31 1.15
O 5.35 -0.29 2.51
H 5.75 1.47 3.09
C -3.61 3.06 -3.62

---

5.
58
Properties=species:S:1:pos:R:3 method="wB97M-V/def2-TZVPD" energy_ha=-1738.99469 smiles="COc1ccc(S(=O)(=O)N(CC(=O)N2CCCCCC2)c2ccccc2OC)cc1" largest_force_ev_per_a=1.226
C -1.47 -1.72 -2.30
C 4.08 1.75 -0.51
H 2.30 -3.42 1.68
O 0.87 0.07 3.21
C 0.61 -3.50 -1.75
H -4.03 3.08 0.43
C -3.25 2.75 -0.26
H 5.60 4.15 -2.09
C 3.32 -0.42 0.19
H 3.32 -1.50 0.10
H -3.78 1.42 2.03
C -0.90 0.25 0.91
H -2.96 1.03 -1.53
H 0.14 -3.54 -2.72
O 0.09 0.64 0.31
H 2.02 -5.01 -2.27
H 3.29 3.41 0.63
C 2.55 0.18 1.17
C -4.10 -0.21 0.64
C 2.29 -4.32 -0.26
H -0.72 -1.42 -3.04
H 5.31 4.16 -0.33
C 2.55 1.55 1.33
C 3.31 2.34 0.49
C 0.14 -2.61 -0.79
C -4.77 0.70 -0.39
C 1.68 -4.34 -1.50
S 1.59 -0.80 2.33
O 4.86 2.43 -1.39
H -4.87 -0.77 1.18
O -0.93 -1.79 -1.00
H 1.94 1.98 2.11
C 4.07 0.36 -0.65
H -5.29 0.08 -1.11
C -0.90 -1.11 1.60
H -2.99 3.60 -0.89
H -1.09 -0.96 2.66
N -2.01 1.01 1.05
H -1.82 3.07 1.33
C -3.79 1.61 -1.13
C 0.78 -2.57 0.47
H -3.01 -0.10 2.50
H -2.25 -0.96 -2.26
H -1.64 -1.79 1.18
H 3.11 -4.98 -0.04
H -3.47 -0.94 0.12
H -1.11 2.40 -0.15
C 4.92 3.84 -1.30
H -5.52 1.32 0.11
H 3.93 4.29 -1.46
O 2.51 -1.73 2.94
H -4.32 2.05 -1.98
C 1.83 -3.45 0.71
C -1.98 2.36 0.51
C -3.23 0.55 1.65
H 4.68 -0.07 -1.43
N 0.41 -1.71 1.51
H -1.92 -2.67 -2.61

---

6.
60
Properties=species:S:1:pos:R:3 method="wB97M-V/def2-TZVPD" total_charge=+3 energy_ha=-1911.75486 multiplicity=5 largest_force_ev_per_a=5.033
C -1.65 -0.10 -0.10
C -5.20 0.77 0.78
H 1.47 -2.79 -1.65
N 1.27 -5.39 0.60
O 3.60 -1.03 0.63
C 1.39 -3.34 -0.71
C -3.84 0.36 0.96
H 3.98 -1.09 -2.07
C 3.78 0.26 2.80
H -8.77 4.39 -1.61
N 1.46 -2.67 0.42
C 2.40 2.16 2.21
C 1.11 2.02 -1.18
C 4.39 -0.13 -0.21
N 1.37 -5.52 -1.72
H 1.01 3.11 -1.00
H 4.37 0.89 0.19
C -3.62 0.23 -1.51
H 0.15 1.63 -1.50
H -3.40 0.11 1.91
H 0.24 2.01 1.71
C 4.01 -1.05 2.03
O -6.92 2.61 -2.77
C -4.95 0.65 -1.68
H -8.53 3.28 -0.13
H -5.50 0.76 -2.59
H 2.02 -5.21 -2.46
C -3.04 0.14 -0.23
H 1.76 1.72 -3.19
O 2.59 0.35 -1.91
H 1.06 3.37 0.92
H 1.58 -5.19 2.62
H 2.35 2.82 3.12
C -8.04 3.81 -0.99
C 3.89 -0.09 -1.66
H 4.62 0.93 2.55
S -7.43 1.06 -0.69
H 3.46 -1.87 2.54
C 1.45 -4.62 1.69
H -3.01 0.07 -2.39
C -7.39 2.64 -1.65
O 2.45 0.82 2.68
H 3.00 2.40 -2.16
H 3.31 2.42 1.68
H -7.32 4.55 -0.62
H 3.85 -0.06 3.87
C 1.49 -3.24 1.64
C 1.20 2.33 1.30
C 1.39 -4.77 -0.58
Pt 1.39 -0.74 0.34
C 2.14 1.68 -2.18
C -0.44 -0.37 0.09
H 5.43 -0.48 -0.23
C -5.71 0.87 -0.51
H 1.51 -2.54 2.48
H 4.67 0.50 -2.21
H 5.09 -1.30 2.10
H -5.88 1.02 1.62
O 1.47 1.42 0.15
H 1.43 -6.54 -1.58